## i
# C3H6N6

One molecule with the formula C3H6N6 (ωB97M-V/def2-TZVPD, the OMol25 dataset).

The charge is 0. Its spin multiplicity is 1. The SMILES is N/N=C\N1C=NNC=N1. For the orbital gap, the calculation gives 8.749 eV.

Each atom is followed by the atoms it is bonded to, with distances in Å.
Cartesian coordinates (Å):
1 H -0.979 2.295 0.290  C12 1.061
2 H 1.391 2.118 0.453  C8 1.132
3 H -3.282 -0.851 -0.230  N5 0.988
4 C -1.295 -1.285 0.192  N5 1.363, N6 1.269, H13 1.103
5 N -2.339 -0.566 -0.306  H3 0.988, C4 1.363, N10 1.402
6 N -0.114 -0.884 0.426  C4 1.269, N15 1.473
7 H 3.516 -1.229 -0.358  N9 1.024
8 C 1.449 1.033 0.135  H2 1.132, N14 1.257, N15 1.432
9 N 2.542 -0.912 -0.349  H7 1.024, H11 1.029, N14 1.390
10 N -2.197 0.818 -0.133  N5 1.402, C12 1.272
11 H 1.910 -1.567 0.132  N9 1.029
12 C -1.017 1.272 0.013  H1 1.061, N10 1.272, N15 1.428
13 H -1.512 -2.289 0.592  C4 1.103
14 N 2.543 0.421 0.044  C8 1.257, N9 1.390
15 N 0.155 0.465 -0.100  N6 1.473, C8 1.432, C12 1.428


## ii
# C3H6N6

One molecule with the formula C3H6N6 (ωB97M-V/def2-TZVPD, the OMol25 dataset).

The charge is 0. Its spin multiplicity is 1. The SMILES is [H]/N=c1/cnc(N)nn1N. For the orbital gap, the calculation gives 7.808 eV.

Each atom is followed by the atoms it is bonded to, with distances in Å.
Cartesian coordinates (Å):
1 H 3.328 1.227 -0.074  N2 1.005
2 N 2.897 0.341 0.122  H1 1.005, C6 1.412, H15 1.168
3 N -1.497 1.760 -0.035  H4 1.127, N5 1.419, H9 1.111
4 H -2.397 1.408 -0.615  N3 1.127
5 N -0.647 0.627 -0.118  N3 1.419, N12 1.384, C14 1.351
6 C 1.520 0.088 -0.062  N2 1.412, N11 1.365, N12 1.300
7 C -0.010 -1.584 -0.045  N11 1.327, H13 1.071, C14 1.423
8 H -2.964 -0.445 -0.190  N10 1.045
9 H -1.973 1.699 0.967  N3 1.111
10 N -2.258 -1.134 0.152  H8 1.045, C14 1.290
11 N 1.277 -1.256 -0.048  C6 1.365, C7 1.327
12 N 0.662 1.063 -0.008  N5 1.384, C6 1.300
13 H -0.434 -2.536 -0.291  C7 1.071
14 C -1.068 -0.641 0.079  N5 1.351, C7 1.423, N10 1.290
15 H 3.565 -0.616 0.165  N2 1.168


So which one is most stable? That would be ii, about 3.1 kcal/mol below the next structure.


## i
# C3H3Br2N

One molecule with the formula C3H3Br2N (ωB97M-V/def2-TZVPD, the OMol25 dataset).

The charge is 0. Its spin multiplicity is 1. For the orbital gap, the calculation gives 10.848 eV.

Each atom is followed by the atoms it is bonded to, with distances in Å.
Cartesian coordinates (Å):
1 C -0.137 0.811 0.177  C2 1.453, N4 1.415, C5 1.859, H8 1.278, Br9 1.954
2 C -0.218 -0.629 0.353  C1 1.453, H3 1.114, C5 1.533, Br7 1.894
3 H -1.213 -0.954 -0.028  C2 1.114
4 N 0.531 0.750 -1.069  C1 1.415, C5 1.256
5 C 0.689 -0.481 -0.874  C1 1.859, C2 1.533, N4 1.256, H6 1.152
6 H 1.160 -1.217 -1.625  C5 1.152
7 Br 0.400 -1.512 1.911  C2 1.894
8 H 0.541 1.332 1.126  C1 1.278
9 Br -1.752 1.900 0.029  C1 1.954


## ii
# C3H3Br2N

A 2-piece molecular cluster, C3H3Br2N overall (ωB97M-V/def2-TZVPD, the OMol25 dataset).

The charge is 0. Its spin multiplicity is 1. The SMILES is C=C(Br)C#N.Br. For the orbital gap, the calculation gives 9.846 eV.

Each atom is followed by the atoms it is bonded to, with distances in Å.
Cartesian coordinates (Å):
1 C -0.454 1.285 0.371  H2 1.054, C5 1.320, H8 1.078
2 H -0.508 1.543 1.392  C1 1.054
3 Br -2.212 -0.781 0.689  C5 1.903
4 C -0.451 -0.446 -1.399  C5 1.398, N7 1.153
5 C -0.759 0.113 -0.155  C1 1.320, Br3 1.903, C4 1.398
6 Br 2.525 -1.633 0.340  H9 1.444
7 N -0.152 -0.813 -2.450  C4 1.153
8 H 0.489 1.709 0.068  C1 1.078
9 H 1.520 -0.976 1.143  Br6 1.444


So which one is most stable? That would be ii, about 10.6 kcal/mol below the next structure.


## i
# C6H8Si

One molecule with the formula C6H8Si (ωB97M-V/def2-TZVPD, the OMol25 dataset).

The charge is 0. Its spin multiplicity is 1. The SMILES is C#C[Si](C)(C)C#C. For the orbital gap, the calculation gives 10.703 eV.

Each atom is followed by the atoms it is bonded to, with distances in Å.
Cartesian coordinates (Å):
1 H -0.950 -0.929 2.078  C5 1.088
2 C 1.485 -1.139 0.123  C10 1.218, Si13 1.794
3 C 0.639 1.778 0.533  H4 1.104, H6 1.100, H8 1.082, Si13 1.874
4 H 1.644 1.981 0.123  C3 1.104
5 C -1.303 -0.481 1.153  H1 1.088, H7 1.079, H12 1.089, Si13 1.881
6 H 0.659 1.864 1.629  C3 1.100
7 H -1.926 0.378 1.350  C5 1.079
8 H -0.091 2.463 0.121  C3 1.082
9 H -1.845 0.155 -3.609  C11 1.062
10 C 2.248 -2.088 0.070  C2 1.218, H14 1.077
11 C -1.279 0.068 -2.715  H9 1.062, C15 1.326
12 H -1.816 -1.239 0.563  C5 1.089
13 Si 0.133 0.038 0.056  C2 1.794, C3 1.874, C5 1.881, C15 1.796
14 H 2.962 -2.893 0.127  C10 1.077
15 C -0.561 0.044 -1.601  C11 1.326, Si13 1.796


## ii
# C6H8Si

A 2-piece molecular cluster, C6H8Si overall (ωB97M-V/def2-TZVPD, the OMol25 dataset).

The charge is 0. Its spin multiplicity is 1. For the orbital gap (spin up / spin down), the calculation gives 8.267 / 7.564 eV.

Each atom is followed by the atoms it is bonded to, with distances in Å.
Cartesian coordinates (Å):
1 H -1.344 2.257 1.888  C9 1.096
2 H -1.029 0.812 2.763  C9 1.064
3 H 1.398 -0.229 -2.440  C5 1.012
4 H -2.448 0.909 1.496  C9 1.040
5 C 0.724 0.307 -1.909  H3 1.012, H7 1.048, H12 1.088, Si13 1.842
6 C 0.573 -3.408 0.120  H10 1.081, C15 1.186
7 H -0.205 0.381 -2.390  C5 1.048
8 C 3.021 1.041 0.996  H11 1.035, C14 1.199
9 C -1.525 1.177 1.895  H1 1.096, H2 1.064, H4 1.040
10 H 0.574 -4.422 0.493  C6 1.081
11 H 3.519 1.853 1.401  C8 1.035
12 H 0.941 1.370 -1.826  C5 1.088
13 Si 0.645 -0.376 -0.199  C5 1.842, C14 1.823, C15 1.873
14 C 2.059 0.431 0.623  C8 1.199, Si13 1.823
15 C 0.682 -2.244 -0.084  C6 1.186, Si13 1.873


So which one is most stable? That would be i, about 88.3 kcal/mol below the next structure.


## i
# C5H12N2S

One molecule with the formula C5H12N2S (ωB97M-V/def2-TZVPD, the OMol25 dataset).

The charge is 0. Its spin multiplicity is 1. The SMILES is C/C=N/NC(C)(C)S. For the orbital gap, the calculation gives 8.702 eV.

Each atom is followed by the atoms it is bonded to, with distances in Å.
Cartesian coordinates (Å):
1 N -0.863 0.091 0.771  C12 1.260, N16 1.342
2 H 0.952 -1.524 -1.920  C3 1.178
3 C 1.781 -0.795 -1.508  H2 1.178, C4 1.491, H7 1.147, H19 1.069
4 C 1.186 0.187 -0.557  C3 1.491, S5 1.878, C14 1.528, N16 1.480
5 S 2.615 0.905 0.429  C4 1.878, H17 1.409
6 C -3.076 -0.003 1.692  H8 1.191, H11 1.200, C12 1.465, H13 1.029
7 H 2.573 -1.500 -1.071  C3 1.147
8 H -3.421 0.398 2.759  C6 1.191
9 H -0.283 1.854 -0.649  C14 1.079
10 H 1.060 2.213 -1.511  C14 1.077
11 H -3.696 -1.022 1.564  C6 1.200
12 C -1.663 -0.382 1.622  N1 1.260, C6 1.465, H18 1.145
13 H -3.260 0.622 0.896  C6 1.029
14 C 0.471 1.354 -1.238  C4 1.528, H9 1.079, H10 1.077, H15 1.162
15 H 0.029 1.029 -2.262  C14 1.162
16 N 0.323 -0.453 0.460  N1 1.342, C4 1.480, H20 1.084
17 H 3.558 -0.046 -0.007  S5 1.409
18 H -1.375 -1.346 2.168  C12 1.145
19 H 2.235 -0.196 -2.267  C3 1.069
20 H 0.852 -1.384 0.630  N16 1.084


## ii
# C5H12N2S

One molecule with the formula C5H12N2S (ωB97M-V/def2-TZVPD, the OMol25 dataset).

The charge is 0. Its spin multiplicity is 1. The SMILES is C/C=N/NC(C)(C)S. For the orbital gap, the calculation gives 9.281 eV.

Each atom is followed by the atoms it is bonded to, with distances in Å.
Cartesian coordinates (Å):
1 H -2.759 -0.822 1.732  C6 1.013
2 H 2.665 0.020 -0.719  C12 1.106
3 H 0.433 1.310 -2.429  C4 1.184
4 C 0.987 1.900 -1.564  H3 1.184, C8 1.539, H14 1.049, H20 1.085
5 H -0.678 0.507 1.316  S7 1.412
6 C -2.668 -1.699 1.232  H1 1.013, C13 1.453, H16 1.147, H19 1.169
7 S -0.172 1.775 0.954  H5 1.412, C8 1.782
8 C 0.871 1.041 -0.291  C4 1.539, S7 1.782, C12 1.560, N17 1.790
9 H 2.886 1.514 0.164  C12 1.077
10 N -0.981 -0.692 -0.098  C13 1.240, N17 1.314
11 H 0.793 -1.242 -0.756  N17 1.020
12 C 2.305 0.608 0.145  H2 1.106, C8 1.560, H9 1.077, H15 1.140
13 C -1.446 -1.706 0.446  C6 1.453, N10 1.240, H18 1.064
14 H 1.940 2.169 -1.911  C4 1.049
15 H 2.223 0.063 1.143  C12 1.140
16 H -2.483 -2.591 1.929  C6 1.147
17 N 0.105 -0.491 -0.809  C8 1.790, N10 1.314, H11 1.020
18 H -0.804 -2.553 0.404  C13 1.064
19 H -3.636 -1.932 0.619  C6 1.169
20 H 0.417 2.821 -1.506  C4 1.085


So which one is most stable? That would be i, about 11.3 kcal/mol below the next structure.